[1]
The following is a DFT calculation (wB97M-V/def2-TZVPD) of one molecule with the formula C3H3FN2S in a non-equilibrium geometry.

Element x y z (Å)
N: 3.489 -1.804 0.301
C: 2.298 -1.272 0.195
C: 1.173 -0.824 0.046
S: 5.106 0.285 -0.151
H: -0.572 0.256 0.847
F: 4.288 1.865 -0.160
H: 0.179 0.971 -0.673
C: -0.058 -0.005 -0.124
N: 4.473 -1.079 0.191
H: -0.768 -0.771 -0.405

Properties
**Largest force on an atom**: 3.71 eV Å⁻¹
**Energy**: -723.50126 Eh
**Energy relative to the best compared isomer or geometry (same formula, charge and spin)**: 4.9647 eV
**SMILES**: CC#C/N=N\SF

---

[2]
The following is a DFT calculation (wB97M-V/def2-TZVPD) of a 3-piece molecular cluster, C15H33IO4PS overall.

Element x y z (Å)
H: 2.228 -1.423 1.126
H: -0.680 3.314 -1.374
C: 0.729 1.409 1.529
H: 1.067 1.020 2.495
C: -0.217 3.747 -3.424
H: -1.368 1.707 1.933
H: 0.883 2.493 1.555
H: -1.064 1.198 0.287
H: 3.518 0.469 3.494
C: -3.055 -0.005 -5.531
C: 0.564 -1.615 -0.209
I: -0.716 3.059 -5.371
H: 2.588 0.807 4.957
H: 2.610 -0.445 7.161
P: 2.066 0.806 0.445
H: -5.317 -1.997 -3.990
C: 3.191 0.055 4.446
H: -0.949 0.033 1.606
H: -3.381 1.024 -5.387
C: -0.077 1.457 -2.284
H: -3.699 -2.622 -4.319
H: 3.299 -1.689 8.206
C: 2.310 -1.140 4.173
H: 4.059 -0.156 5.061
H: 0.864 3.874 -3.409
H: 1.681 2.810 -1.263
S: 1.614 1.504 -1.560
H: -4.620 -3.201 -2.913
C: 2.647 -1.519 7.349
H: 2.681 -1.233 -0.555
H: 0.077 1.039 -3.278
H: 0.095 -2.069 0.662
H: -1.407 0.120 -4.194
C: 1.913 -0.978 0.181
C: -2.291 -0.502 -4.326
H: 0.712 -2.401 -0.949
H: -0.669 4.730 -3.328
H: 3.187 -3.352 6.355
H: 4.182 -1.987 5.880
C: -3.898 -1.241 -2.619
H: -3.924 -0.616 -5.775
H: -2.387 -0.035 -6.394
O: 2.293 -2.170 5.014
C: -0.751 2.813 -2.346
C: 3.171 -2.284 6.156
H: -0.148 -0.908 -0.626
O: 1.567 -1.180 3.214
O: -2.978 -0.348 -3.080
O: -4.308 -1.088 -1.505
H: -0.644 0.748 -1.691
H: -1.945 -1.528 -4.460
C: -0.742 1.062 1.318
H: 1.645 -1.859 7.605
H: -1.815 2.631 -2.517
C: -4.389 -2.338 -3.530

Properties
**Largest force on an atom**: 0.76 eV Å⁻¹
**Energy**: -1929.28738 Eh
**Charge**: +1